[1]
Formula: C38H55IN3O10P2S3SbSeY
Source: the Open Molecules 2025 dataset
Level of theory: wB97M-V/def2-TZVPD

Structure (XYZ):
```
115
Properties=species:S:1:pos:R:3:forces:R:3
Y 0.09821 0.16677 0.02321 0.334 1.670 -1.493
C 7.05760 1.86811 -2.95513 -0.021 -0.028 0.009
C 6.65422 2.89795 -1.89927 -0.001 0.024 -0.010
C 7.75947 2.94615 -0.83342 -0.005 -0.003 -0.006
C 6.55165 4.26844 -2.58543 -0.002 -0.019 0.001
C 5.31929 2.54794 -1.24652 0.007 -0.073 0.021
C 4.58133 1.41584 -1.56550 -0.043 0.046 0.040
C 3.37525 1.17577 -0.93531 -0.083 -0.078 -0.019
Se 2.43913 -0.45309 -1.32726 1.179 -0.076 -0.172
C 3.18033 -1.49876 0.12127 -0.072 0.059 -0.091
C 4.40059 -2.13045 -0.07057 -0.092 0.003 0.041
C 5.01507 -2.81058 0.97181 0.018 -0.007 0.008
C 4.32921 -2.82303 2.18681 0.010 0.017 0.004
C 3.10372 -2.21237 2.42413 -0.013 -0.083 0.048
C 2.48334 -1.48586 1.36510 0.170 -0.027 -0.159
O 1.37754 -0.83748 1.49006 0.399 -0.312 0.421
C 2.51596 -2.35066 3.84093 0.009 -0.001 -0.002
C 1.11471 -1.75266 4.01706 0.034 -0.022 -0.020
C 3.44931 -1.65063 4.84134 -0.013 0.024 0.001
C 2.40669 -3.84257 4.20159 -0.017 -0.006 -0.008
C 6.37773 -3.49073 0.84670 -0.030 0.007 -0.005
C 6.25075 -4.98639 1.16870 -0.003 -0.004 -0.008
C 7.36765 -2.84163 1.82485 0.011 0.009 0.000
C 6.94981 -3.35438 -0.56543 -0.017 0.013 -0.002
C 2.78175 2.03602 0.02461 0.071 -0.073 -0.117
O 1.61770 1.76269 0.51735 0.140 0.174 0.222
C 3.56203 3.17680 0.37506 -0.041 0.081 0.028
C 4.77795 3.37725 -0.26767 0.014 0.027 0.038
C 3.16604 4.21793 1.43860 -0.006 0.046 -0.055
C 4.18208 4.16216 2.59162 -0.025 -0.009 -0.006
C 3.17748 5.62388 0.81246 -0.019 -0.016 0.014
C 1.77692 4.01460 2.04806 -0.015 -0.033 0.026
H 8.00998 2.15971 -3.40724 -0.018 -0.012 0.004
H 7.18115 0.87482 -2.51445 -0.004 0.033 -0.032
H 6.30963 1.80266 -3.74864 0.033 -0.008 0.020
H 8.72843 3.17323 -1.29218 -0.029 0.007 0.020
H 7.55026 3.71120 -0.08211 0.013 -0.035 -0.017
H 7.83315 1.98331 -0.32148 0.011 0.030 -0.006
H 7.49816 4.52637 -3.07371 -0.029 0.004 0.021
H 5.76090 4.25716 -3.33824 0.020 0.016 0.013
H 6.31356 5.05380 -1.86462 0.006 -0.019 -0.033
H 4.92025 0.70275 -2.30619 0.023 0.025 0.004
H 4.85511 -2.05856 -1.05135 0.036 0.000 0.027
H 4.79478 -3.34666 3.01680 -0.020 0.004 -0.003
H 1.12232 -0.67360 3.86242 -0.004 -0.030 -0.001
H 0.40911 -2.18896 3.30928 -0.002 0.036 0.031
H 0.77389 -1.96200 5.03763 0.013 -0.018 0.007
H 3.54421 -0.59222 4.58622 0.001 -0.031 0.023
H 3.04460 -1.72708 5.85676 0.022 -0.003 -0.035
H 4.44969 -2.08985 4.83630 -0.019 0.011 0.003
H 1.76995 -4.35686 3.47747 0.011 0.012 0.039
H 3.37843 -4.34031 4.20877 -0.019 0.014 -0.003
H 1.96217 -3.95661 5.19602 0.022 0.004 -0.031
H 5.88496 -5.14488 2.18566 0.010 0.002 -0.034
H 5.54626 -5.46130 0.48169 0.024 -0.004 0.026
H 7.22157 -5.48498 1.07262 -0.031 0.012 0.016
H 7.03339 -2.94993 2.85921 0.012 0.005 -0.034
H 8.35794 -3.30181 1.73452 -0.036 0.008 0.015
H 7.45956 -1.77370 1.61340 0.011 -0.028 0.017
H 6.29721 -3.82591 -1.30467 0.033 0.032 0.011
H 7.08046 -2.30458 -0.83982 0.000 -0.047 -0.008
H 7.92771 -3.84162 -0.61565 -0.023 0.004 -0.001
H 5.35146 4.25605 0.01289 -0.026 -0.011 0.004
H 5.20133 4.33191 2.23813 -0.014 0.003 0.014
H 3.94584 4.92219 3.34524 0.009 -0.030 -0.025
H 4.14974 3.17914 3.06894 0.018 0.037 -0.006
H 4.17085 5.91796 0.46879 -0.014 -0.004 0.000
H 2.50300 5.65455 -0.04678 0.017 0.011 0.023
H 2.84250 6.36413 1.54771 0.017 -0.024 -0.026
H 1.68547 3.04098 2.52512 0.007 0.065 -0.019
H 1.60316 4.79465 2.79856 0.019 0.025 -0.023
H 1.00206 4.08481 1.28276 0.031 -0.008 0.039
C 0.72384 -2.41215 -3.98254 -0.068 -0.016 0.003
C -0.30753 -2.94082 -2.99969 -0.087 0.118 0.137
O -1.00635 -4.07188 -3.57871 0.150 0.019 0.011
P 0.39609 -3.49878 -1.39815 0.016 -0.180 0.181
O 1.92063 -3.91527 -1.63444 -0.025 0.129 0.026
O -0.34326 -4.87959 -1.14950 0.133 -0.105 -0.066
O 0.27890 -2.54405 -0.26871 0.107 -0.155 -0.447
P -1.62319 -1.69073 -2.57215 -0.214 0.042 -0.045
O -2.48992 -2.61085 -1.56982 -0.151 0.226 0.138
O -2.41436 -1.49842 -3.81110 0.194 -0.118 -0.099
O -0.99817 -0.53608 -1.82834 -0.253 -0.480 -0.419
H 1.30086 -3.24399 -4.38926 0.015 0.000 0.025
H 1.41121 -1.71520 -3.50855 -0.001 0.033 -0.014
H 0.20727 -1.89621 -4.79364 0.004 -0.023 -0.012
H -1.83604 -3.71158 -3.93031 -0.001 0.068 -0.046
H 2.51013 -3.33516 -1.11237 -0.002 -0.086 0.015
H -0.82360 -5.11288 -1.96728 -0.106 0.149 0.044
H -2.36011 -2.34388 -0.63660 0.047 -0.095 -0.014
S -3.41969 -0.26929 1.70890 -0.332 -0.101 0.447
Sb -2.14503 -0.22206 3.71162 0.498 0.054 -1.152
S -0.51160 1.39174 2.65466 -0.673 0.060 0.941
S -1.71579 -1.34257 1.17154 -1.154 -1.328 1.005
N -3.53190 2.86615 0.54162 -0.062 -0.096 -0.003
C -2.30242 2.34255 0.77536 0.226 0.667 0.086
O -1.64634 1.81790 -0.10885 -0.157 -0.265 0.082
C -1.69142 2.66521 2.12493 0.077 -0.154 0.018
I -3.94441 1.57942 4.94709 -0.128 0.315 0.295
H -3.97427 2.54098 -0.30494 0.034 0.039 -0.051
H -4.13895 2.97994 1.33652 0.013 0.040 0.031
H -2.44449 2.84221 2.89137 0.008 0.062 -0.028
H -1.10759 3.57939 1.99255 -0.031 0.012 -0.030
N 1.52049 5.53862 -6.04274 -0.056 -0.200 0.228
C 1.30573 4.76416 -5.19292 0.037 0.113 -0.134
C 1.04653 3.83636 -4.17499 0.012 -0.013 -0.010
C 0.86560 4.23344 -2.80388 0.013 -0.074 -0.227
C 0.61689 3.28708 -1.85525 0.029 -0.175 -0.075
N 0.52528 1.94529 -2.09225 -0.054 -0.298 0.135
C 0.68174 1.56970 -3.39609 -0.059 0.205 0.152
C 0.93493 2.42363 -4.42965 0.048 0.238 0.076
H 0.93151 5.27904 -2.52667 -0.019 -0.016 0.008
H 0.48952 3.58584 -0.81860 0.013 -0.038 -0.042
H 0.57650 0.50823 -3.59366 -0.038 0.014 0.020
H 1.04427 2.04078 -5.43694 -0.006 -0.009 0.021
```
Positions in Å, forces in eV/Å.

For the strongest force on any atom, the calculation gives 2.26 eV/A. The charge is -2. For the HOMO-LUMO gap (alpha / beta), the calculation gives 3.00 / 5.96 eV. As for the expectation value of S²: 0.765. The value obtained for the LUMO energy (alpha / beta) is 3.20 / 3.20 eV. As for the spin multiplicity: 2.

***

[2]
Formula: C38H55N7O4P2Rb
Source: the Open Molecules 2025 dataset
Level of theory: wB97M-V/def2-TZVPD

Structure (XYZ):
```
107
Properties=species:S:1:pos:R:3:forces:R:3
Rb 9.95918 9.97737 11.59621 0.228 0.087 -0.019
C 14.27433 7.92828 10.86586 -0.701 -0.027 0.370
C 14.47283 9.09368 9.89364 -0.674 0.649 -0.255
C 15.94219 9.42835 9.69149 0.797 -0.809 1.116
P 13.29384 10.46931 10.32705 -0.138 0.936 0.395
C 13.33585 11.59654 8.77140 0.198 -0.415 0.258
C 12.07331 12.45332 8.68280 -1.509 -0.590 0.986
C 14.52468 12.48052 8.47062 0.107 1.641 -0.460
C 14.18704 11.30589 11.68698 0.558 0.299 -0.178
C 15.46464 11.84116 11.47453 0.198 0.421 -0.700
C 16.35875 12.34483 12.42682 -0.933 -0.075 -0.343
C 17.66768 13.00087 12.04020 0.274 -1.186 -0.583
C 15.88809 12.18056 13.73252 -0.156 -0.667 0.552
C 14.62387 11.66278 14.01303 -0.237 0.696 -0.125
C 13.64290 11.33164 13.00430 1.155 -0.123 0.085
N 12.36190 11.06226 13.20645 -0.794 -0.041 0.436
C 11.88764 10.81913 14.48593 -0.954 1.356 -0.253
C 12.39570 9.84183 15.30815 -0.288 -0.891 2.331
C 11.85346 9.58245 16.60560 0.176 1.220 -1.371
C 10.77010 10.33084 17.08165 0.319 -0.993 0.070
C 10.13720 10.18430 18.43966 0.039 -0.861 0.641
C 10.19449 11.23009 16.22390 0.399 1.457 -1.350
C 10.76418 11.56980 14.96636 -0.107 -1.305 0.926
P 9.98060 12.70366 13.81088 -0.220 -0.375 -0.191
C 10.98181 14.25170 13.88705 0.186 0.623 0.410
C 11.72894 14.61732 12.58850 0.651 -0.173 1.096
C 11.96889 14.32351 15.05864 -0.629 -1.019 0.846
C 8.41358 13.16111 14.72296 0.824 1.636 -0.211
C 7.54911 13.78016 13.66842 -1.023 -0.035 -1.495
C 8.45233 14.09451 15.94644 0.774 -1.218 0.153
H 14.99935 7.17604 10.58963 0.270 -0.457 0.226
H 13.26136 7.43102 10.87999 0.862 0.788 -0.353
H 14.45084 8.26568 11.90000 0.156 -0.146 -0.261
H 14.04678 8.83526 8.92942 0.038 -0.488 -0.443
H 16.42465 9.76211 10.64663 -0.449 -0.355 -0.756
H 16.14276 10.18760 8.95172 -0.135 0.152 -0.252
H 16.46467 8.50586 9.37690 -0.053 0.301 0.034
H 13.37946 10.77947 8.05073 -0.401 0.114 -0.551
H 12.11759 13.15845 9.55349 -0.139 -0.220 -0.841
H 11.10184 11.86303 8.79538 1.403 0.631 -0.113
H 11.97664 12.99750 7.72786 0.301 -0.036 0.388
H 14.70097 13.24846 9.23335 -0.412 -0.034 0.036
H 14.43561 13.07100 7.49945 -0.121 -0.954 0.945
H 15.44273 11.94574 8.45929 0.786 -0.538 -0.403
H 15.76196 11.88004 10.43107 0.243 0.066 0.320
H 18.51544 12.33377 12.24406 0.016 0.112 0.301
H 17.87520 13.95036 12.49598 -0.112 0.465 0.490
H 17.75842 13.15889 10.95893 -0.422 0.014 0.058
H 16.54848 12.33092 14.59377 -0.187 0.398 -0.246
H 14.28161 11.69458 15.04297 0.171 -0.271 0.009
H 13.28450 9.32932 14.98438 0.150 -0.360 -0.060
H 12.32580 8.89100 17.26187 0.397 -0.623 0.319
H 9.74041 11.14726 18.77368 -0.118 -0.241 -0.008
H 10.80224 9.80944 19.22711 0.380 0.328 -0.248
H 9.34932 9.41027 18.47480 -0.134 0.505 -0.328
H 9.32550 11.76248 16.61041 0.200 -0.132 -0.365
H 10.21464 15.00429 14.10060 0.060 0.190 -0.211
H 12.35702 13.77371 12.35814 0.479 -0.443 -0.235
H 12.42512 15.45925 12.81751 -0.676 -0.308 -0.500
H 11.12560 14.77476 11.70949 -0.421 0.402 -0.141
H 12.78544 13.60557 15.01684 -0.121 -0.368 -0.340
H 11.48964 14.16475 16.05706 0.197 0.201 -0.808
H 12.45594 15.26296 15.04793 0.391 1.299 0.146
H 7.98713 12.23590 14.96765 -0.575 -1.466 0.498
H 7.94128 14.71195 13.25986 0.444 0.014 -0.184
H 6.58071 14.08112 14.02169 -0.678 0.070 0.664
H 7.30789 13.09348 12.82367 0.497 0.381 0.514
H 8.94290 15.01637 15.72160 0.177 0.810 -0.257
H 9.02733 13.65375 16.76478 -0.036 0.070 -0.014
H 7.46827 14.29414 16.33345 -0.580 0.139 0.004
N 7.63677 10.44977 8.40924 2.548 0.032 0.267
C 7.88712 11.78798 8.81541 -0.582 0.068 -0.285
C 7.44594 12.81602 7.97016 -0.514 -0.343 -0.666
C 7.53396 14.11652 8.40988 0.372 0.257 0.091
C 8.09774 14.37234 9.66944 0.153 0.312 -0.897
C 8.64008 13.31305 10.35955 -0.365 -0.871 -0.508
N 8.50666 12.03446 9.96941 -0.260 -0.162 -0.612
C 8.67470 9.50495 8.26846 -0.897 0.292 -0.479
C 8.28912 8.16113 8.18567 0.976 -1.347 -0.078
C 9.33792 7.21296 8.00520 -1.140 2.015 0.549
C 10.65372 7.64633 7.87069 -0.588 0.670 0.269
C 10.87731 9.02247 7.94079 -0.106 -0.701 0.315
N 9.94224 9.93832 8.13559 -1.196 -0.139 0.228
H 6.72680 10.06823 8.33850 -0.999 0.025 0.143
H 7.02392 12.59744 6.95947 0.472 0.017 1.077
H 7.26598 14.90943 7.70728 -0.119 -0.049 0.516
H 8.22927 15.38822 10.01529 -0.047 -0.016 0.115
H 9.19591 13.39982 11.26475 0.218 0.410 0.585
H 7.23624 7.82339 8.34615 1.070 0.453 -0.055
H 9.07314 6.19626 8.12404 -0.056 -1.027 -0.264
H 11.48241 6.96858 7.83289 0.253 -0.249 -0.169
H 11.87593 9.40574 7.94698 0.490 0.100 -0.257
O 4.96077 8.69370 11.52999 0.253 0.211 0.217
N 5.43773 8.14320 10.52743 0.061 -0.720 0.405
O 6.51546 7.47205 10.63717 -0.363 0.515 -0.223
O 4.84682 8.19555 9.44584 0.184 0.139 -0.656
C 7.01573 6.67388 13.54584 -0.254 -0.293 0.577
N 7.42881 8.03959 13.29695 0.032 0.330 -0.170
C 8.03165 8.86176 14.19348 0.494 -0.763 0.285
N 8.33482 8.34678 15.47094 -0.604 0.362 -1.100
O 8.37001 10.00107 13.89125 -0.301 0.296 0.040
H 6.43604 6.33076 12.68235 -0.445 0.446 0.499
H 6.49578 6.61107 14.54257 0.045 -0.166 -1.128
H 7.82073 5.92537 13.55135 0.427 0.467 0.254
H 7.04006 8.49758 12.45196 0.176 -0.635 0.764
H 8.30709 7.35543 15.56065 -0.019 -0.552 0.022
H 9.16226 8.75611 15.86243 0.259 0.385 0.159
```
Positions in Å, forces in eV/Å.

For the strongest force on any atom, the calculation gives 2.56 eV/A. The charge is -1. For the HOMO-LUMO gap, the calculation gives 5.79 eV. The value obtained for the LUMO energy is 2.02 eV. As for the spin multiplicity: 1.